A 3-piece molecular cluster, C26H63FN5O6SSi4 overall at a distorted geometry, computed with ωB97M-V/def2-TZVPD.

Last column: Löwdin charge in e.
Geometry (Å):
H  0.0771  -1.5501  0.5900  0.12
H  -0.9514  -0.6497  -2.8476  0.12
H  -3.5594  3.2138  -0.2524  0.00
H  -0.4445  -4.2664  -0.7036  0.12
H  -1.7301  -3.0950  -2.4377  0.11
H  7.5653  1.8242  -5.2367  0.03
C  -0.1258  6.5781  3.6762  -0.16
O  1.5715  -2.4836  -0.4171  -0.02
H  -3.9199  4.9139  -0.5758  0.04
O  2.6484  -4.2254  -1.2305  0.15
H  -2.7380  0.9482  -0.3590  0.11
H  -2.2778  4.3040  -0.8002  0.04
H  -0.0272  -2.7105  -2.5039  0.12
H  -4.7409  -5.9340  0.6064  0.07
H  -3.7454  -2.3299  0.4416  0.09
C  -4.3816  -2.9270  1.0803  -0.10
C  -4.6007  -0.0682  -0.0522  -0.17
Si  -2.7754  4.6394  1.6080  0.33
H  3.7106  -2.6934  -2.7171  0.00
H  -6.2641  -3.9518  1.1365  0.11
C  2.4280  -3.5441  -0.2924  -0.54
H  -0.6813  -0.5489  -1.1370  0.10
H  5.6216  -0.2276  -0.9393  0.04
C  3.1066  -3.7008  1.0291  0.03
H  8.9287  0.1526  -1.5379  0.02
F  -3.2775  -4.5391  3.5030  -0.11
H  9.3155  -2.0950  -5.0960  0.04
H  5.4129  -1.8925  -0.3754  0.01
Si  6.0213  -1.8592  -2.7716  0.34
H  -6.2535  -4.8539  -1.0607  0.12
H  9.7575  1.3327  -2.5567  0.03
H  -6.2377  -2.6454  -0.0234  0.11
H  3.5564  -4.6867  1.0664  0.10
Si  -1.6305  7.2628  2.8034  0.35
H  -5.0604  -0.9885  -0.3881  0.08
H  -2.5532  -0.6083  0.4141  0.11
C  -1.2699  -1.0648  -1.8937  -0.18
C  8.8094  0.8153  -2.3978  -0.16
H  -0.3762  5.7015  4.2781  0.02
C  -1.5118  3.4054  2.2364  -0.16
O  -4.5325  -4.2345  5.5322  -0.16
C  -0.9335  -2.5561  -1.9220  -0.18
H  3.8906  -2.9490  1.1061  0.09
C  -3.1683  4.2329  -0.1730  -0.15
H  6.2304  -4.2630  -2.2429  0.03
H  -5.7979  0.8009  1.5249  0.14
N  -4.9418  -0.8582  2.3939  -0.01
H  -5.0526  0.7439  -0.6187  0.13
H  10.5726  -1.0284  -4.4561  0.03
H  4.2149  -2.3713  -4.3806  0.04
H  9.7112  -2.1271  -3.3746  0.02
C  -4.3401  4.4654  2.6225  -0.15
C  0.3466  -2.5649  0.3024  -0.20
H  0.2966  7.3320  4.3427  0.04
N  -5.2541  -0.5461  3.6214  0.15
H  -3.8778  7.9651  3.5868  0.04
H  -4.0786  0.9162  1.7654  0.12
C  8.2907  1.0225  -5.3891  -0.16
H  -3.4934  -5.3545  -0.2886  0.06
N  -5.2105  -1.6239  4.3554  0.14
H  9.2735  1.4761  -5.5299  0.03
H  6.8905  -3.9163  -3.8457  0.04
C  -1.1705  8.8313  1.9154  -0.16
H  -0.5642  3.5112  1.7048  0.04
H  -3.3491  -1.6660  -1.8172  0.10
C  -2.9567  7.6299  4.0682  -0.16
Si  8.3283  -0.1395  -3.9332  0.35
H  0.6457  6.2872  2.9601  0.04
C  -4.8606  -2.6169  3.5593  -0.26
H  -3.1916  6.7495  4.6709  0.02
H  -4.1398  4.6010  3.6869  0.03
C  -5.3008  -4.4593  -0.7085  -0.25
H  -1.8670  2.3797  2.0912  0.01
H  -0.7991  9.5673  2.6305  0.04
H  2.4354  -3.5633  1.8713  0.08
H  -4.8511  -3.9672  -1.5695  0.11
C  -4.8665  0.2531  1.4108  -0.05
H  7.0350  -1.2273  -0.5867  0.03
C  6.8204  -3.5478  -2.8205  -0.16
N  -4.4761  -5.6014  -0.3148  0.03
C  -3.0946  -0.0811  -0.3825  -0.21
C  9.5993  -1.4748  -4.2433  -0.16
C  -2.7732  -0.7435  -1.7205  -0.18
H  -0.3894  8.6534  1.1739  0.04
H  3.7552  -1.0307  -3.3224  0.04
H  8.0238  0.4965  -6.3076  0.03
C  -5.6369  -3.4512  0.3966  -0.16
O  -2.1919  6.1614  1.7021  -0.27
H  0.4596  -3.1284  1.2310  0.12
N  -4.7052  -2.1721  2.3072  0.08
O  -5.6085  -5.0861  3.4397  -0.19
H  8.0528  1.5618  -2.1465  0.03
O  6.8349  -0.8091  -3.7390  -0.27
H  -3.0513  -0.0483  -2.5095  0.12
C  6.0255  -1.2405  -1.0023  -0.15
H  7.8286  -3.5246  -2.4014  0.03
H  -1.3177  3.5444  3.3015  0.03
H  -5.0836  5.2064  2.3234  0.04
S  -4.6756  -4.2916  4.1374  0.67
H  -1.6504  -3.2202  0.0171  0.09
C  -0.7171  -3.2203  -0.5608  -0.17
H  -3.8150  -3.7907  1.4090  0.11
C  4.2593  -1.9997  -3.3551  -0.15
H  -4.7811  3.4729  2.4894  0.01
H  -2.0314  9.2624  1.4010  0.04
H  -2.6216  8.4182  4.7445  0.04

Its LUMO energy is -0.176 Ha. Its charge is +1. As for the HOMO-LUMO gap: 0.2338 hartree. Its total energy is -3409.70106 Ha. Its multiplicity is 1.

CH3N2OP in the gas phase at a distorted geometry, computed with ωB97M-V/def2-TZVPD.

Last column: Löwdin charge in e.
Geometry (Å):
O  0.1053  1.7856  -0.2791  -0.40
C  0.2540  -0.2063  1.6013  -0.44
N  -0.3457  -0.6237  2.4877  0.09
H  -0.5529  -1.0035  -0.2502  -0.07
P  1.0234  0.5555  0.1382  0.81
N  -0.1436  -0.6037  -1.0524  -0.14
H  0.2520  -1.3779  -1.6469  0.04
H  -0.5924  1.4741  -0.9986  0.12

The energy relative to the best compared isomer or geometry (same formula, charge and spin) comes out at 1.1250 eV. Its LUMO energy is -0.006 Ha. Its charge is 0. The SMILES is N#CP(N)O. As for the HOMO-LUMO gap: 0.3743 hartree. Its total energy is -565.98087 Ha. Its multiplicity is 1.